# 1
The following is a quantum chemistry calculation of one molecule with the formula CH4N2S, from the Open Molecules 2025 dataset.

Structure (XYZ):
```
8
Properties=species:S:1:pos:R:3:forces:R:3
N -1.221 -0.195 -0.049 -1.41 -1.14 1.64
N 0.024 0.343 0.033 0.46 4.16 0.29
C 1.112 -0.344 -0.063 0.15 -1.71 0.57
S 2.669 0.023 -0.006 1.09 0.81 -0.16
H -1.733 0.286 -0.729 -0.88 0.60 -1.43
H -1.810 -0.153 0.819 1.33 0.11 -0.73
H 0.227 1.345 0.022 -0.94 0.06 0.19
H 0.731 -1.305 -0.028 0.21 -2.89 -0.37
```
Forces are in eV/Å.

## Properties
**HOMO energy**: -8.380 eV
**Largest force on an atom**: 4.2 eV/Å
**SMILES**: NNC=S
**DFT total energy**: -548.14128 hartree
**Energy above the lowest of the compared OMol25 structures with the same formula, charge and spin**: 185.3 kJ/mol

# 2
The following is a quantum chemistry calculation of one molecule with the formula CH4N2S, from the Open Molecules 2025 dataset.

Structure (XYZ):
```
8
Properties=species:S:1:pos:R:3:forces:R:3
H 1.869 -0.300 0.970 0.96 -0.11 0.13
N 1.969 0.465 0.287 -2.72 -1.06 0.88
C 0.760 0.611 -0.110 -0.91 0.91 -2.65
N -0.479 -0.234 0.049 3.40 -0.24 0.76
S -2.040 0.288 0.179 -1.68 1.40 -0.04
H 0.646 1.400 -0.926 -0.54 -0.92 1.24
H -0.366 -0.944 0.779 0.45 0.15 -0.58
H -2.731 -0.090 -0.955 1.04 -0.12 0.26
```
Forces are in eV/Å.

## Properties
**HOMO energy**: -9.709 eV
**Largest force on an atom**: 3.5 eV/Å
**SMILES**: [H]/N=C\NS
**DFT total energy**: -548.14402 hartree
**Energy above the lowest of the compared OMol25 structures with the same formula, charge and spin**: 178.1 kJ/mol

# 3
The following is a quantum chemistry calculation of a 2-piece molecular cluster, CH4N2S overall, from the Open Molecules 2025 dataset.

Structure (XYZ):
```
8
Properties=species:S:1:pos:R:3:forces:R:3
C -0.366 0.471 0.800 -1.47 1.49 1.80
N 0.184 -0.868 0.625 4.57 -0.27 2.36
N 0.314 0.114 -0.384 -0.34 -0.06 -2.62
S -0.625 -0.256 -1.913 -2.47 0.42 3.39
H -1.498 0.501 1.017 1.64 -0.35 -1.09
H 0.098 1.330 1.378 -0.12 -1.40 -0.62
H 1.591 -0.943 1.225 -4.47 0.23 -1.71
H 0.302 -0.349 -2.748 2.67 -0.06 -1.50
```
Forces are in eV/Å.

## Properties
**HOMO energy**: -9.323 eV
**Largest force on an atom**: 5.2 eV/Å
**DFT total energy**: -548.00598 hartree
**Energy above the lowest of the compared OMol25 structures with the same formula, charge and spin**: 540.5 kJ/mol

# 4
The following is a quantum chemistry calculation of a 2-piece molecular cluster, CH4N2S2 overall, from the Open Molecules 2025 dataset.

Structure (XYZ):
```
9
Properties=species:S:1:pos:R:3:forces:R:3
C 0.793 0.317 0.038 -0.12 1.49 0.37
H 2.725 0.748 -0.216 5.00 -3.21 -0.59
H 1.961 2.138 -0.433 -0.96 -1.19 0.59
H -0.514 2.192 -0.035 -0.16 -4.91 1.91
H -2.040 -0.604 1.067 -0.60 0.29 -1.55
N 1.914 1.149 -0.113 -6.42 3.81 0.45
N -0.502 0.835 0.472 0.65 4.96 -3.74
S 0.987 -1.273 0.005 0.26 -1.62 -0.09
S -2.036 0.006 -0.200 2.35 0.36 2.66
```
Forces are in eV/Å.

## Properties
**HOMO energy**: -8.503 eV
**Largest force on an atom**: 7.5 eV/Å
**DFT total energy**: -946.27275 hartree
**Energy above the lowest of the compared OMol25 structures with the same formula, charge and spin**: 298.8 kJ/mol

# 5
The following is a quantum chemistry calculation of one molecule with the formula CH4N2S2, from the Open Molecules 2025 dataset.

Structure (XYZ):
```
9
Properties=species:S:1:pos:R:3:forces:R:3
S 1.640 1.645 -1.337 0.28 -0.19 0.25
N 1.317 0.219 -0.357 -2.63 0.76 -0.25
C 0.020 0.155 -0.125 2.85 -0.41 0.46
N -0.520 -0.883 0.597 0.62 -0.67 0.66
S -2.035 -1.536 0.330 -0.97 0.46 0.08
H 2.975 1.845 -1.132 -0.62 -0.50 0.25
H -0.723 0.912 -0.275 -0.19 0.59 -0.86
H 0.102 -1.535 1.058 0.25 0.31 -0.27
H -2.778 -0.823 1.241 0.43 -0.36 -0.32
```
Forces are in eV/Å.

## Properties
**HOMO energy**: -8.388 eV
**Largest force on an atom**: 2.9 eV/Å
**SMILES**: S/N=C/NS
**DFT total energy**: -946.33248 hartree
**Energy above the lowest of the compared OMol25 structures with the same formula, charge and spin**: 142.0 kJ/mol

# 6
The following is a quantum chemistry calculation of one molecule with the formula CH4N2S2, from the Open Molecules 2025 dataset.

Structure (XYZ):
```
9
Properties=species:S:1:pos:R:3:forces:R:3
N 0.432 1.154 -0.138 -3.74 -0.50 0.03
C 0.776 -0.115 -0.131 3.06 -0.28 0.09
S 2.392 -0.620 -0.080 -0.69 0.12 -0.12
N -0.215 -0.995 -0.128 -2.03 -0.52 0.03
S -1.811 -0.468 -0.165 -1.03 -0.41 -0.16
H -0.577 1.413 -0.142 1.41 -0.22 -0.08
H 1.093 1.833 -0.121 2.35 2.09 0.06
H -0.069 -1.979 -0.240 0.55 -0.13 0.14
H -2.021 -0.224 1.146 0.12 -0.16 0.03
```
Forces are in eV/Å.

## Properties
**HOMO energy**: -8.246 eV
**Largest force on an atom**: 3.8 eV/Å
**SMILES**: NC(=S)NS
**DFT total energy**: -946.38145 hartree
**Energy above the lowest of the compared OMol25 structures with the same formula, charge and spin**: 13.4 kJ/mol

# 7
The following is a quantum chemistry calculation of a 2-piece molecular cluster, CH4N3 overall, from the Open Molecules 2025 dataset.

Structure (XYZ):
```
8
Properties=species:S:1:pos:R:3:forces:R:3
C 0.187 -0.796 1.248 -0.67 -1.92 -0.33
N -0.929 -0.212 1.385 0.82 -1.23 -0.08
N 0.157 0.419 0.585 1.44 2.72 0.51
N 0.009 0.643 -0.813 -1.41 -3.99 -3.48
H 0.827 -1.741 1.454 -1.25 1.92 -0.29
H -0.883 -0.295 -1.554 2.34 3.01 2.30
H 0.939 0.326 -1.310 -1.97 1.43 1.08
H -0.308 1.656 -0.996 0.69 -1.93 0.28
```
Forces are in eV/Å.

## Properties
**HOMO energy**: -15.295 eV
**Total charge**: +1
**Largest force on an atom**: 5.5 eV/Å
**DFT total energy**: -204.26845 hartree
**Energy above the lowest of the compared OMol25 structures with the same formula, charge and spin**: 623.0 kJ/mol

# 8
The following is a quantum chemistry calculation of an isolated ion of composition CH4N3O and charge -1, from the Open Molecules 2025 dataset.

Structure (XYZ):
```
9
Properties=species:S:1:pos:R:3:forces:R:3
C 1.340 -0.211 0.067 -3.49 -1.20 -3.69
N 0.243 0.710 0.196 -2.34 -0.30 0.43
N -1.262 -0.038 0.037 3.90 0.35 -0.61
N -2.194 0.802 0.001 -0.09 -0.74 -0.21
O -1.369 -1.257 -0.155 -0.15 0.28 0.64
H 0.997 -1.203 0.298 -0.32 -0.93 0.19
H 2.183 -0.107 0.619 2.43 1.23 2.17
H 1.672 -0.315 -1.020 0.10 0.09 0.64
H -1.611 1.620 -0.042 -0.04 1.21 0.44
```
Forces are in eV/Å.

## Properties
**HOMO energy (spin up / spin down)**: -2.425 / -2.424 eV
**Total charge**: -1
**Largest force on an atom**: 5.2 eV/Å
**SMILES**: C[N-][N+]([NH-])=O
**DFT total energy**: -279.87402 hartree
**Energy above the lowest of the compared OMol25 structures with the same formula, charge and spin**: 85.7 kJ/mol

# 9
The following is a quantum chemistry calculation of a 2-piece molecular cluster, CH4N3O overall, from the Open Molecules 2025 dataset.

Structure (XYZ):
```
9
Properties=species:S:1:pos:R:3:forces:R:3
C -1.275 -0.077 0.208 0.41 0.98 -0.90
N 2.192 0.202 -0.350 -1.39 1.34 0.21
N -0.998 -1.329 0.462 0.58 0.46 1.38
N -1.442 1.040 -0.068 -0.11 -1.07 0.25
O 1.504 1.223 -0.334 2.14 -2.10 -0.43
H -1.415 -2.100 -0.087 0.33 0.72 0.54
H -0.373 -1.522 1.314 -1.29 0.20 -1.82
H 3.109 0.301 -0.891 -0.74 0.73 0.22
H -1.454 2.009 -0.445 0.07 -1.26 0.55
```
Forces are in eV/Å.

## Properties
**HOMO energy**: -13.527 eV
**Total charge**: +1
**Largest force on an atom**: 3.0 eV/Å
**DFT total energy**: -279.60901 hartree
**Energy above the lowest of the compared OMol25 structures with the same formula, charge and spin**: 430.3 kJ/mol

# 10
The following is a quantum chemistry calculation of a 2-piece molecular cluster, CH4N3O2 overall, from the Open Molecules 2025 dataset.

Structure (XYZ):
```
10
Properties=species:S:1:pos:R:3:forces:R:3
C -1.611 -0.612 -0.066 1.67 0.32 0.91
N 1.203 -0.422 -0.770 0.42 2.93 -0.14
N 0.471 0.738 1.141 -0.08 0.51 0.37
N 0.405 -0.418 0.413 -2.21 -1.56 0.61
O -1.656 -0.591 -1.253 0.26 -0.06 -1.82
O -2.299 -0.706 0.900 0.09 -0.03 0.96
H 1.156 0.602 -1.243 -0.18 -2.28 0.94
H 0.571 -0.966 -1.313 -0.31 -0.57 -1.41
H 0.453 1.509 0.497 -0.17 1.11 -0.46
H 1.309 0.866 1.694 0.52 -0.38 0.04
```
Forces are in eV/Å.

## Properties
**HOMO energy**: -2.277 eV
**Total charge**: -1
**Largest force on an atom**: 3.0 eV/Å
**DFT total energy**: -355.21207 hartree
**Energy above the lowest of the compared OMol25 structures with the same formula, charge and spin**: 106.9 kJ/mol